Computed, not measured: a molecular structure, C44H58Br3HfN6O11, with ωB97M-V/def2-TZVPD.

Atoms and positions in Å:
Hf (-1.26, 1.12, 1.91)
C (-1.52, 5.09, 3.69)
C (-1.42, 5.66, 2.22)
C (-0.45, 6.91, 2.28)
C (0.05, 7.46, 0.91)
C (0.73, 6.28, 0.23)
C (-0.20, 5.05, 0.03)
N (-0.82, 4.66, 1.31)
O (-1.34, 3.39, 1.33)
C (0.69, 3.93, -0.51)
C (-1.32, 5.29, -1.03)
C (-2.83, 6.23, 1.80)
H (-2.32, 4.36, 3.82)
H (-1.79, 5.86, 4.41)
H (-0.56, 4.70, 4.02)
H (0.39, 6.64, 2.93)
H (-0.94, 7.70, 2.85)
H (0.67, 8.33, 1.13)
H (-0.82, 7.80, 0.35)
H (1.63, 6.08, 0.80)
H (0.99, 6.64, -0.77)
H (0.15, 3.06, -0.87)
H (1.38, 3.55, 0.25)
H (1.36, 4.33, -1.28)
H (-2.02, 4.46, -1.07)
H (-0.90, 5.38, -2.03)
H (-1.86, 6.15, -0.63)
H (-2.84, 7.11, 1.15)
H (-3.37, 6.46, 2.71)
H (-3.41, 5.46, 1.29)
C (0.67, -0.79, -1.62)
C (1.25, -0.12, -0.40)
C (2.43, 0.80, -0.76)
O (0.30, 0.64, 0.30)
H (-0.19, -1.39, -1.31)
H (1.35, -1.43, -2.18)
H (0.33, -0.11, -2.41)
H (1.59, -0.91, 0.28)
H (2.19, 1.50, -1.55)
H (3.20, 0.08, -1.03)
H (2.77, 1.28, 0.16)
C (-1.67, -3.09, 1.27)
C (-2.79, -2.07, 0.96)
C (-4.26, -2.49, 1.33)
O (-2.47, -0.79, 1.45)
H (-1.53, -3.19, 2.35)
H (-0.77, -2.70, 0.79)
H (-1.87, -4.07, 0.84)
H (-2.77, -1.91, -0.13)
H (-4.92, -1.64, 1.45)
H (-4.27, -3.06, 2.25)
H (-4.52, -3.14, 0.50)
N (3.68, 1.53, -3.89)
C (2.48, 1.43, -4.52)
C (2.71, 0.82, -5.75)
C (4.07, 0.88, -6.01)
C (4.67, 1.24, -4.80)
H (3.74, 1.73, -2.90)
H (1.51, 1.53, -4.05)
H (1.97, 0.46, -6.44)
H (4.41, 0.53, -6.97)
H (5.69, 1.58, -4.69)
C (6.18, 0.29, 0.37)
Br (5.72, 2.16, 0.19)
Br (5.83, -0.61, -1.34)
Br (5.05, -0.50, 1.79)
H (7.23, 0.33, 0.65)
C (3.92, -3.51, -0.84)
C (2.77, -3.86, -0.11)
C (3.00, -4.57, 1.09)
C (4.31, -4.84, 1.50)
C (5.43, -4.55, 0.72)
C (5.19, -3.93, -0.50)
N (4.46, -5.56, 2.76)
O (5.55, -5.93, 3.17)
O (3.45, -5.85, 3.40)
H (3.83, -2.94, -1.76)
H (1.80, -3.68, -0.55)
H (2.09, -4.89, 1.59)
H (6.42, -4.93, 0.91)
H (6.04, -3.74, -1.14)
C (0.79, -3.38, 6.93)
C (1.12, -4.12, 5.83)
C (1.24, -3.48, 4.60)
C (0.92, -2.17, 4.43)
C (0.57, -1.44, 5.56)
C (0.53, -2.00, 6.83)
N (0.79, -1.63, 3.10)
O (-0.01, -0.70, 2.93)
O (1.33, -2.18, 2.18)
H (0.86, -3.85, 7.91)
H (1.24, -5.19, 5.98)
H (1.55, -4.15, 3.81)
H (0.25, -0.41, 5.46)
H (0.29, -1.40, 7.69)
C (-6.57, 0.76, -3.04)
C (-6.14, 0.19, -1.84)
C (-4.79, 0.27, -1.61)
C (-3.94, 1.16, -2.26)
C (-4.39, 1.82, -3.41)
C (-5.68, 1.50, -3.84)
N (-2.59, 1.43, -1.76)
O (-2.25, 1.17, -0.63)
O (-1.83, 1.95, -2.57)
H (-7.59, 0.65, -3.35)
H (-6.76, -0.51, -1.31)
H (-4.30, -0.35, -0.86)
H (-3.79, 2.49, -4.02)
H (-6.14, 1.97, -4.70)
C (-0.31, -5.42, -2.79)
C (-1.29, -6.25, -2.37)
C (-2.61, -5.73, -2.25)
C (-2.77, -4.36, -2.33)
C (-1.70, -3.53, -2.70)
C (-0.45, -4.04, -2.93)
N (-4.12, -3.84, -2.30)
O (-4.36, -2.86, -3.00)
O (-4.93, -4.34, -1.56)
H (0.61, -5.85, -3.19)
H (-1.05, -7.28, -2.18)
H (-3.53, -6.30, -2.21)
H (-1.81, -2.46, -2.65)
H (0.31, -3.33, -3.23)

As for the total energy: -10636.8540 a.u. For the LUMO energy, the calculation gives -4.998 eV. The calculation puts the frontier orbital gap at 4.6 eV. The charge is +1.

Atom charges from the Mulliken analysis, given in e for atoms 1 to 99: 1.684 -1.873 1.512 -1.232 -0.719 -1.216 1.806 0.093 -0.920 -2.053 -1.533 -1.697 0.319 0.461 0.400 0.442 0.431 0.435 0.310 0.369 0.479 -0.033 0.425 0.519 0.119 0.417 0.441 0.353 0.506 0.278 -0.195 1.647 -0.306 1.332 -0.490 0.342 0.022 -0.867 -0.306 -0.127 0.373 -0.948 1.381 -1.459 -0.881 0.372 -0.185 0.416 -0.521 0.372 0.427 0.205 0.211 -0.505 -0.572 -0.460 -0.597 0.216 0.563 0.417 0.396 0.399 -0.430 -0.059 -0.018 -0.016 0.475 -0.473 -0.437 0.071 -0.213 -0.495 -0.878 1.061 -0.615 -0.625 0.640 0.478 0.535 0.528 0.475 -0.328 -0.817 0.600 -0.066 -0.373 -0.883 0.414 -0.704 -0.111 0.388 0.460 0.202 0.380 0.424 -0.198 -0.832 0.020 -0.110

Computed, not measured: a molecular structure, C44H58BrFN5O5SSiTeZr, with ωB97M-V/def2-TZVPD.

Atoms and positions in Å:
Zr (-0.30, 0.31, 0.03)
C (1.43, 4.92, -5.17)
C (0.79, 3.55, -5.34)
N (0.36, 2.95, -4.08)
C (1.35, 2.38, -3.29)
C (1.14, 1.98, -2.04)
C (2.16, 1.13, -1.35)
O (3.35, 1.34, -1.39)
O (1.60, 0.10, -0.72)
C (-0.21, 2.00, -1.43)
O (-0.19, 2.28, -0.04)
C (-1.15, 2.87, -2.17)
C (-2.30, 3.32, -1.55)
C (-3.13, 4.22, -2.17)
F (-4.28, 4.59, -1.55)
C (-2.82, 4.76, -3.40)
C (-1.66, 4.32, -4.04)
C (-0.82, 3.38, -3.45)
N (-3.62, 5.77, -4.02)
C (-4.73, 5.33, -4.85)
C (-4.90, 6.38, -5.97)
N (-4.25, 7.65, -5.50)
C (-4.65, 7.96, -4.09)
C (-4.02, 6.90, -3.18)
H (1.72, 5.33, -6.14)
H (2.33, 4.85, -4.55)
H (0.75, 5.62, -4.69)
H (1.51, 2.86, -5.79)
H (-0.06, 3.59, -6.02)
H (2.31, 2.23, -3.78)
H (-2.54, 2.96, -0.56)
H (-1.40, 4.79, -4.98)
H (-5.65, 5.22, -4.28)
H (-4.49, 4.36, -5.29)
H (-5.94, 6.60, -6.19)
H (-4.40, 6.08, -6.89)
H (-4.45, 8.42, -6.13)
H (-3.24, 7.47, -5.49)
H (-5.74, 7.94, -4.07)
H (-4.31, 8.97, -3.85)
H (-4.74, 6.63, -2.41)
H (-3.13, 7.29, -2.68)
N (-0.13, -1.92, 1.03)
C (-0.81, -2.93, 0.26)
C (-1.23, -4.12, 0.79)
C (-1.85, -5.09, -0.03)
C (-2.00, -4.86, -1.37)
C (-1.59, -3.64, -1.94)
C (-1.72, -3.33, -3.32)
C (-1.32, -2.11, -3.78)
C (-0.83, -1.16, -2.86)
N (-0.71, -1.41, -1.58)
C (-1.03, -2.65, -1.11)
H (0.88, -2.08, 0.96)
H (-0.38, -1.97, 2.01)
H (-1.07, -4.33, 1.84)
H (-2.18, -6.02, 0.40)
H (-2.45, -5.62, -2.01)
H (-2.14, -4.07, -3.98)
H (-1.40, -1.85, -4.82)
H (-0.56, -0.16, -3.18)
Te (-3.26, 0.01, 0.26)
C (3.90, -0.59, 6.18)
C (2.88, 0.18, 5.31)
C (2.75, 1.60, 5.88)
C (1.51, -0.48, 5.50)
Si (3.48, 0.23, 3.49)
Br (1.54, 0.94, 2.40)
C (4.74, 1.60, 3.09)
C (5.91, 1.55, 4.09)
C (4.12, 3.01, 3.14)
C (5.32, 1.44, 1.67)
C (3.91, -1.48, 2.73)
C (3.88, -1.47, 1.20)
C (5.32, -1.91, 3.17)
C (2.93, -2.57, 3.20)
H (3.61, -0.51, 7.23)
H (4.91, -0.19, 6.09)
H (3.93, -1.65, 5.93)
H (2.36, 1.54, 6.89)
H (2.06, 2.20, 5.29)
H (3.70, 2.13, 5.93)
H (1.26, -0.46, 6.57)
H (1.47, -1.52, 5.19)
H (0.72, 0.06, 4.98)
H (5.60, 1.80, 5.11)
H (6.67, 2.28, 3.79)
H (6.39, 0.57, 4.12)
H (3.66, 3.24, 4.10)
H (3.38, 3.15, 2.35)
H (4.92, 3.74, 2.97)
H (5.94, 0.55, 1.57)
H (5.97, 2.30, 1.46)
H (4.55, 1.43, 0.90)
H (4.65, -0.84, 0.76)
H (2.93, -1.10, 0.79)
H (4.05, -2.49, 0.83)
H (6.09, -1.25, 2.78)
H (5.52, -2.91, 2.78)
H (5.43, -1.96, 4.26)
H (1.89, -2.29, 3.00)
H (3.01, -2.78, 4.27)
H (3.14, -3.49, 2.66)
O (-1.77, 7.47, 3.25)
C (-2.50, 6.76, 2.37)
O (-3.20, 7.33, 1.58)
C (-2.40, 5.27, 2.44)
C (-1.30, 4.60, 2.98)
C (-1.23, 3.22, 2.93)
C (-2.25, 2.49, 2.34)
S (-2.05, 0.72, 2.22)
C (-3.37, 3.15, 1.85)
C (-3.44, 4.53, 1.89)
H (-1.36, 6.88, 3.90)
H (-0.45, 5.14, 3.38)
H (-0.35, 2.71, 3.31)
H (-4.18, 2.59, 1.40)
H (-4.28, 5.05, 1.47)

As for the total energy: -6038.1084 a.u. For the LUMO energy, the calculation gives -2.615 eV. The calculation puts the frontier orbital gap at 5.5 eV. The charge is +1.

Atom charges from the Mulliken analysis, given in e for atoms 1 to 99: -0.234 -1.065 -1.112 0.061 -0.999 -0.214 0.014 -0.709 -0.341 1.829 -0.498 -0.094 0.307 0.288 -0.423 -1.823 -0.520 0.351 0.610 -0.499 -0.842 -0.135 -0.737 -0.488 0.399 0.332 0.319 0.564 0.469 0.633 0.269 0.359 0.347 0.443 0.380 0.397 0.300 0.387 0.347 0.371 0.374 0.482 0.045 0.395 -0.397 -0.813 -0.907 0.535 -0.627 -1.123 0.014 0.623 -0.113 0.158 0.338 0.474 0.404 0.414 0.440 0.466 0.362 -0.251 -1.738 2.516 -1.894 -1.745 -1.343 0.349 2.917 -1.828 -1.856 -2.155 2.868 -1.892 -1.822 -2.083 0.544 0.295 0.309 0.618 0.132 0.320 0.561 0.308 0.210 0.308 0.563 0.296 0.304 0.324 0.558 0.285 0.628 0.375 0.349 0.214 0.548 0.329 0.537

Computed, not measured: a molecular structure, C44H58LuN6O3P, with ωB97M-V/def2-TZVPD.

Atoms and positions in Å:
Lu (0.44, 0.89, -0.02)
C (1.09, -1.94, 3.69)
O (-0.30, -2.05, 4.00)
C (-0.95, -0.84, 4.12)
C (-1.63, -0.61, 5.29)
C (-2.34, 0.58, 5.50)
C (-2.32, 1.53, 4.52)
C (-1.64, 1.33, 3.31)
C (-1.70, 2.40, 2.34)
N (-1.12, 2.44, 1.20)
N (-1.38, 3.61, 0.49)
C (-1.25, 3.35, -0.79)
O (-0.98, 2.22, -1.30)
C (-1.40, 4.53, -1.71)
C (-1.49, 5.83, -1.23)
C (-1.61, 6.89, -2.11)
C (-1.64, 6.67, -3.48)
C (-1.54, 5.37, -3.97)
C (-1.42, 4.31, -3.08)
C (-0.96, 0.10, 3.03)
O (-0.45, -0.17, 1.89)
H (1.52, -2.92, 3.90)
H (1.55, -1.19, 4.33)
H (1.23, -1.65, 2.66)
H (-1.58, -1.38, 6.05)
H (-2.87, 0.74, 6.43)
H (-2.84, 2.47, 4.66)
H (-2.32, 3.26, 2.61)
H (-1.46, 5.99, -0.16)
H (-1.68, 7.91, -1.73)
H (-1.73, 7.50, -4.17)
H (-1.55, 5.18, -5.03)
H (-1.32, 3.29, -3.43)
N (-0.10, -0.78, -1.37)
P (-0.72, -2.17, -1.33)
N (-2.25, -2.25, -0.61)
C (-2.74, -3.28, 0.28)
C (-3.02, -2.71, 1.67)
C (-4.03, -1.56, 1.57)
C (-3.50, -0.51, 0.61)
C (-3.15, -1.12, -0.74)
N (-0.99, -2.88, -2.89)
C (-2.27, -2.79, -3.55)
C (-2.53, -1.42, -4.22)
C (-1.21, -0.70, -4.48)
C (-0.19, -1.72, -4.95)
C (0.12, -2.72, -3.82)
N (0.17, -3.41, -0.61)
C (1.37, -3.14, 0.12)
C (2.61, -3.65, -0.60)
C (2.48, -5.14, -0.86)
C (1.18, -5.43, -1.61)
C (-0.02, -4.82, -0.89)
H (-2.00, -4.08, 0.35)
H (-3.66, -3.72, -0.14)
H (-2.08, -2.34, 2.08)
H (-3.39, -3.50, 2.33)
H (-4.21, -1.13, 2.56)
H (-4.98, -1.95, 1.20)
H (-2.60, -0.06, 1.02)
H (-4.23, 0.29, 0.46)
H (-2.67, -0.37, -1.37)
H (-4.08, -1.46, -1.25)
H (-3.06, -3.03, -2.83)
H (-2.29, -3.58, -4.32)
H (-3.18, -0.80, -3.59)
H (-3.06, -1.59, -5.17)
H (-0.85, -0.25, -3.55)
H (-1.34, 0.10, -5.21)
H (0.74, -1.24, -5.27)
H (-0.58, -2.25, -5.83)
H (0.98, -2.37, -3.26)
H (0.37, -3.70, -4.26)
H (1.31, -3.62, 1.11)
H (1.44, -2.06, 0.29)
H (3.50, -3.43, 0.00)
H (2.71, -3.11, -1.55)
H (2.45, -5.67, 0.11)
H (3.34, -5.54, -1.40)
H (1.03, -6.51, -1.72)
H (1.24, -5.01, -2.61)
H (-0.19, -5.37, 0.06)
H (-0.92, -4.95, -1.51)
C (2.88, 2.16, 5.56)
C (1.85, 2.65, 4.73)
C (1.71, 2.17, 3.46)
C (2.58, 1.19, 2.92)
C (2.38, 0.71, 1.58)
C (3.33, -0.21, 1.16)
C (4.37, -0.70, 1.98)
C (4.51, -0.26, 3.26)
C (3.62, 0.72, 3.76)
C (3.74, 1.22, 5.08)
H (2.98, 2.53, 6.58)
H (1.15, 3.39, 5.11)
H (0.92, 2.54, 2.82)
H (3.30, -0.58, 0.13)
H (5.06, -1.44, 1.58)
H (5.30, -0.64, 3.91)
H (4.54, 0.84, 5.71)
C (3.12, 3.49, -3.12)
C (2.06, 3.15, -2.06)
C (2.11, 4.20, -0.95)
C (2.18, 1.74, -1.48)
H (3.00, 4.50, -3.52)
H (3.07, 2.78, -3.95)
H (4.12, 3.41, -2.68)
H (1.08, 3.24, -2.55)
H (3.11, 4.20, -0.48)
H (1.39, 4.00, -0.15)
H (1.92, 5.21, -1.32)
H (3.16, 1.66, -0.99)
H (2.18, 1.01, -2.31)

As for the total energy: -3842.7574 a.u. For the LUMO energy, the calculation gives 4.478 eV. The calculation puts the frontier orbital gap at 5.9 eV. The charge is -2.

Atom charges from the Mulliken analysis, given in e for atoms 1 to 99: 1.292 -0.314 -0.488 -0.648 -0.385 -0.958 -0.796 0.860 -1.824 1.430 -1.326 -0.166 -0.915 0.362 -0.308 -0.696 -0.289 -0.867 -0.058 1.753 1.316 0.312 0.299 -0.173 0.404 0.350 0.346 0.121 0.416 0.366 0.361 0.378 0.542 -0.525 -1.191 1.185 -1.142 -0.112 -1.382 0.313 -1.098 0.417 -0.945 -0.820 0.234 -0.976 -0.482 0.853 0.652 -0.503 -0.992 -0.448 -1.104 0.318 0.270 -0.050 0.467 0.500 0.481 -0.704 0.570 0.137 0.338 0.270 0.593 0.261 0.459 -0.522 0.521 0.477 0.336 0.063 0.321 0.385 -1.350 0.274 0.244 0.292 0.466 0.393 0.057 0.544 0.414 -0.584 -0.698 -0.496 0.715 -0.895 0.319 -1.081 -1.145 1.474 -0.776 0.356 0.388 0.345 0.559 0.338 0.266

Computed, not measured: a molecular structure, C44H58N2O2P2S6Ti, with ωB97M-V/def2-TZVPD.

Atoms and positions in Å:
Ti (-0.58, -0.05, -0.12)
O (-1.01, -1.69, -1.67)
S (-2.19, -1.74, -2.63)
C (-3.50, -2.68, -1.78)
C (-2.98, -3.77, -0.85)
C (-3.79, -3.87, 0.45)
C (-2.89, -4.04, 1.67)
S (-2.16, -2.45, 2.17)
O (-2.01, -1.69, 0.89)
C (-3.60, -1.77, 2.99)
C (-3.91, -2.20, 4.27)
C (-5.00, -1.63, 4.93)
C (-5.74, -0.64, 4.31)
C (-5.40, -0.20, 3.04)
C (-4.32, -0.76, 2.36)
C (-1.74, -3.08, -3.75)
C (-2.24, -3.03, -5.04)
C (-1.93, -4.06, -5.92)
C (-1.11, -5.10, -5.52)
C (-0.59, -5.12, -4.23)
C (-0.90, -4.10, -3.34)
H (-4.17, -3.04, -2.57)
H (-4.01, -1.89, -1.22)
H (-1.95, -3.51, -0.61)
H (-2.96, -4.74, -1.36)
H (-4.50, -4.70, 0.41)
H (-4.38, -2.96, 0.59)
H (-2.05, -4.70, 1.46)
H (-3.42, -4.41, 2.56)
H (-3.30, -2.95, 4.76)
H (-5.24, -1.96, 5.93)
H (-6.58, -0.19, 4.83)
H (-5.96, 0.59, 2.56)
H (-4.03, -0.40, 1.38)
H (-2.82, -2.17, -5.35)
H (-2.31, -4.02, -6.94)
H (-0.85, -5.89, -6.22)
H (0.08, -5.92, -3.93)
H (-0.47, -4.07, -2.35)
S (-3.06, 0.57, -0.73)
S (-3.27, 2.02, -2.21)
S (-3.52, 1.09, -4.04)
S (-1.71, 0.63, -4.89)
C (2.83, -1.83, -0.73)
P (1.92, -0.40, -1.47)
C (2.90, 1.02, -0.90)
N (4.24, 0.88, -0.80)
C (4.93, 2.02, -0.51)
C (6.33, 1.97, -0.35)
C (7.07, 3.12, -0.09)
C (6.42, 4.35, 0.03)
C (5.04, 4.42, -0.11)
C (4.27, 3.28, -0.37)
N (2.91, 3.38, -0.47)
C (2.24, 2.24, -0.70)
P (0.40, 2.31, -0.74)
C (0.11, 3.13, -2.36)
C (-0.06, 3.73, 0.43)
C (0.66, 3.56, 1.76)
C (0.26, 5.12, -0.13)
C (-1.56, 3.62, 0.67)
C (2.45, -0.58, -3.27)
C (3.93, -0.92, -3.42)
C (1.60, -1.68, -3.90)
C (2.15, 0.73, -4.00)
H (3.88, -1.56, -0.61)
H (2.74, -2.70, -1.38)
H (2.40, -2.08, 0.24)
H (6.81, 1.01, -0.45)
H (8.14, 3.06, 0.03)
H (6.99, 5.25, 0.23)
H (4.52, 5.37, -0.02)
H (0.90, 3.85, -2.58)
H (-0.86, 3.64, -2.34)
H (0.04, 2.38, -3.14)
H (1.73, 3.73, 1.66)
H (0.48, 2.56, 2.15)
H (0.25, 4.28, 2.48)
H (1.32, 5.21, -0.36)
H (-0.01, 5.87, 0.63)
H (-0.33, 5.34, -1.03)
H (-1.82, 2.66, 1.11)
H (-2.13, 3.72, -0.26)
H (-1.88, 4.42, 1.35)
H (4.17, -1.90, -3.02)
H (4.56, -0.18, -2.93)
H (4.18, -0.93, -4.49)
H (1.74, -2.64, -3.40)
H (0.54, -1.42, -3.86)
H (1.88, -1.80, -4.95)
H (2.65, 1.58, -3.53)
H (1.08, 0.92, -4.03)
H (2.50, 0.65, -5.03)
C (2.53, 0.59, 2.78)
C (1.10, 0.03, 2.87)
C (1.22, -1.41, 3.45)
C (0.47, -0.01, 1.49)
C (0.23, 0.80, 3.86)
C (-1.16, 0.81, 3.69)
C (-2.00, 1.44, 4.59)
C (-1.47, 2.09, 5.70)
C (-0.09, 2.10, 5.88)
C (0.74, 1.46, 4.97)
H (3.09, 0.01, 2.04)
H (3.06, 0.51, 3.74)
H (2.53, 1.63, 2.46)
H (1.82, -2.02, 2.77)
H (0.24, -1.87, 3.55)
H (1.70, -1.40, 4.43)
H (1.15, -0.68, 0.90)
H (-1.56, 0.36, 2.79)
H (-3.07, 1.44, 4.42)
H (-2.12, 2.59, 6.41)
H (0.34, 2.62, 6.73)
H (1.81, 1.50, 5.13)

As for the total energy: -5892.7638 a.u. Its expectation value of S² is 2.070. Its multiplicity is 3. For the LUMO energy (alpha / beta), the calculation gives 3.396 / 3.396 eV. The calculation puts the frontier orbital gap (alpha / beta) at 3.4 / 4.7 eV. The charge is -2.

Atom charges from the Mulliken analysis, given in e for atoms 1 to 99: -0.895 -0.093 0.003 -0.952 -0.195 -1.058 -1.054 0.444 -0.446 0.660 -0.706 -0.669 -0.484 -0.897 0.081 0.570 -0.375 -0.587 -0.506 -0.776 -0.345 0.705 0.391 -0.090 0.615 0.484 0.424 0.441 0.685 0.411 0.392 0.367 0.468 0.158 0.367 0.411 0.365 0.398 0.374 -0.300 -0.191 -0.199 -0.487 -1.722 1.295 0.245 -0.200 -0.059 -0.467 -0.574 -0.524 -0.563 0.040 -0.045 -1.016 2.293 -0.748 2.069 -2.315 -2.045 -1.625 1.904 -1.989 -1.579 -1.156 0.323 0.441 0.314 0.389 0.346 0.351 0.403 0.356 0.472 -0.266 0.173 0.338 0.705 0.180 0.580 0.342 0.030 0.225 0.470 0.350 0.286 0.529 0.223 -0.235 0.656 0.210 -0.438 0.588 -1.996 3.096 -1.913 1.129 -0.872 1.433

Ordered strongest force on any atom results: 9.11 0.70 0.89 0.86; unit eV Å⁻¹.
Ordered energy above the lowest of the compared OMol25 structures with the same formula, charge and spin results: 0.0 79.9 0.0 33.4; unit kJ/mol.